1.
{
  "formula": "C28H41ClCsN7O2P",
  "method": "wB97M-V/def2-TZVPD",
  "symbols": ["Cs", "O", "C", "C", "C", "C", "C", "C", "N", "H", "H", "H", "H", "H", "H", "H", "C", "C", "C", "C", "C", "O", "C", "C", "C", "C", "C", "C", "Cl", "C", "C", "C", "N", "C", "N", "C", "N", "H", "H", "H", "H", "H", "H", "H", "H", "H", "H", "H", "H", "H", "H", "H", "H", "H", "H", "H", "H", "H", "H", "C", "N", "C", "N", "C", "N", "C", "P", "C", "C", "H", "H", "H", "H", "H", "H", "H", "H", "H", "H", "H", "H"],
  "coordinates": [[-0.02575, 0.12221, -0.05958], [0.47440, -2.21470, -1.03924], [-0.36762, -3.18253, -1.65799], [-1.77207, -2.67725, -1.88877], [-2.66489, -3.50792, -2.56063], [-3.94435, -3.05250, -2.81262], [-4.30645, -1.79130, -2.35701], [-3.35739, -1.04588, -1.68735], [-2.11041, -1.46536, -1.45934], [1.31326, -2.65754, -0.86675], [-0.43104, -4.08532, -1.04158], [0.04570, -3.47152, -2.62977], [-2.35680, -4.49547, -2.88005], [-4.65662, -3.66881, -3.34085], [-5.30164, -1.40090, -2.51757], [-3.60204, -0.05769, -1.31047], [-0.89199, -3.89602, 5.72863], [-2.30731, -4.21141, 6.23704], [-2.37749, -5.72184, 6.51370], [-2.50953, -3.47639, 7.56780], [-3.37164, -3.80837, 5.14636], [-3.07726, -4.46384, 3.91731], [-4.78881, -4.16283, 5.66720], [-6.02636, -3.91556, 4.78451], [-6.02497, -4.70897, 3.50655], [-5.90660, -4.12139, 2.25487], [-5.92944, -4.89331, 1.10247], [-6.07144, -6.26863, 1.20405], [-6.10019, -7.25375, -0.22376], [-6.20599, -6.87523, 2.43950], [-6.18213, -6.09014, 3.57761], [-3.33836, -2.29231, 4.84476], [-2.19528, -1.77773, 4.10464], [-1.78228, -1.92488, 2.83325], [-0.74834, -1.12447, 2.59792], [-0.57407, -0.49573, 3.78941], [-1.42932, -0.85582, 4.71042], [-0.15370, -4.35747, 6.38573], [-0.70064, -2.82423, 5.72488], [-0.74491, -4.28688, 4.72174], [-1.58414, -5.99486, 7.20935], [-2.22748, -6.30967, 5.60501], [-3.32017, -6.01530, 6.97462], [-1.73271, -3.79328, 8.26480], [-3.47003, -3.70602, 8.02904], [-2.41995, -2.39493, 7.45999], [-3.26404, -5.40402, 4.01141], [-4.92889, -3.60691, 6.59485], [-4.80188, -5.22510, 5.91379], [-6.17350, -2.85329, 4.58945], [-6.88582, -4.24540, 5.37227], [-5.80754, -3.04508, 2.16483], [-5.85260, -4.42870, 0.13214], [-6.34529, -7.94553, 2.50703], [-6.30422, -6.56448, 4.54516], [-3.32215, -1.75813, 5.78901], [-4.23869, -2.01183, 4.30279], [-2.22987, -2.61646, 2.13919], [0.19482, 0.23579, 3.97699], [2.84776, 1.59865, -5.61500], [1.54957, 0.94910, -5.77164], [0.56429, 1.95684, -6.15196], [0.48189, 3.06013, -5.20032], [1.80575, 3.65778, -5.05537], [2.82404, 2.69368, -4.65088], [2.60997, 2.21691, -3.29530], [0.97177, 1.32382, -3.05472], [1.15442, 0.22931, -4.57285], [-0.06315, 2.63321, -3.92292], [3.14352, 2.00475, -6.58406], [3.58565, 0.85784, -5.30042], [-0.41644, 1.48544, -6.24263], [0.85332, 2.36542, -7.12204], [1.75883, 4.46191, -4.31846], [2.09762, 4.07708, -6.01998], [2.64372, 3.06738, -2.60903], [3.41894, 1.53169, -3.02746], [0.19715, -0.26804, -4.75372], [1.90229, -0.53897, -4.35699], [-0.14718, 3.50160, -3.26380], [-1.06608, 2.22722, -4.08201]],
  "atomic_forces_ev_per_a": [[-0.1888, 1.3990, 1.0190], [0.0834, -1.2209, -0.4879], [-0.1191, -0.2873, -0.1919], [0.0016, 0.0964, -0.0205], [-0.0072, -0.0305, -0.0373], [0.0178, 0.0364, 0.1505], [-0.0131, -0.0218, -0.0341], [-0.1043, 0.1014, 0.0209], [0.0674, -0.2174, -0.0540], [0.0324, 0.0378, 0.0125], [0.0589, 0.0281, 0.0114], [0.0295, -0.0196, 0.0430], [0.0268, 0.0149, -0.0309], [-0.0197, -0.0679, -0.0349], [0.0242, 0.0249, -0.0037], [-0.0112, -0.0113, -0.0231], [-0.0407, -0.0036, 0.0140], [0.1669, -0.0605, -0.1028], [-0.0611, 0.1061, -0.0309], [-0.0357, -0.0455, -0.0547], [0.0101, 0.0922, 0.3189], [-0.0527, 0.1853, -0.0889], [0.0404, 0.2253, -0.1817], [0.3350, 0.0083, -0.0104], [-0.1338, -0.0196, 0.0189], [-0.0311, -0.0478, -0.0328], [0.0024, -0.0811, 0.0284], [0.0129, 0.1152, -0.0193], [0.0108, 0.0381, -0.1114], [0.0177, -0.0878, 0.0284], [0.0205, 0.0068, 0.0453], [-0.2389, -0.5306, -0.0188], [0.1114, 0.1558, -0.3331], [0.0593, 0.0776, 0.3448], [-0.2517, -0.3548, 0.0623], [-0.0701, -0.1144, -0.1049], [0.0903, 0.3011, 0.3505], [-0.0154, -0.0210, 0.0207], [0.0709, -0.0950, 0.0439], [0.0475, -0.0057, 0.0014], [0.0344, -0.0093, -0.0272], [0.0145, -0.0414, 0.0265], [0.0393, -0.0545, 0.0080], [0.0115, 0.0137, 0.0089], [0.0259, 0.0051, 0.0422], [0.0242, 0.0015, 0.0460], [-0.0607, 0.0077, -0.0358], [-0.0845, -0.1220, 0.0647], [0.0916, 0.0495, 0.0990], [-0.0109, 0.0257, -0.0886], [-0.0253, 0.1361, 0.0495], [0.0038, -0.0113, 0.0409], [0.0299, 0.0151, -0.1240], [0.0222, 0.0023, -0.0192], [-0.0207, -0.0038, 0.0017], [-0.1116, 0.1203, -0.0848], [-0.0313, -0.0244, -0.0627], [-0.0643, -0.0249, 0.0439], [-0.0016, 0.0045, 0.0136], [-0.1147, 0.0273, 0.0974], [0.0349, -0.1269, -0.2590], [0.0651, -0.0011, 0.1417], [-0.1323, 0.1875, -0.1687], [-0.0291, -0.1394, 0.0451], [0.2348, 0.1365, -0.0805], [-0.2114, -0.1310, 0.0999], [0.3008, 0.3732, -0.9051], [-0.0451, 0.0744, 0.2608], [0.0957, -0.1752, 0.1782], [0.0194, -0.0224, 0.0091], [0.0096, 0.0123, -0.0276], [0.0061, 0.0116, -0.0277], [-0.0290, -0.0155, -0.0021], [0.0097, 0.0153, -0.0295], [-0.0035, 0.0191, 0.0203], [0.0649, -0.0413, 0.0248], [0.0120, 0.0597, 0.0549], [0.0439, -0.0629, 0.0085], [-0.0632, -0.0443, -0.0078], [-0.0774, -0.0200, -0.0085], [-0.0212, 0.0668, 0.0462]],
  "mulliken_charge": [1.342, -0.308, -0.744, 0.332, -0.565, -0.396, -0.473, -0.801, 0.070, 0.092, 0.378, 0.356, 0.473, 0.480, 0.467, 0.469, -1.805, 1.898, -1.826, -1.795, 1.956, -0.616, -1.517, -1.659, 0.318, -0.081, -0.952, 0.386, -0.235, -0.863, 0.091, -1.847, 1.060, -0.399, -0.297, -0.372, -1.049, 0.509, 0.381, 0.304, 0.492, 0.389, 0.383, 0.459, 0.368, 0.369, 0.516, 0.448, 0.359, 0.566, 0.451, 0.401, 0.529, 0.423, 0.408, 0.196, 0.561, 0.629, 0.423, -0.930, 0.108, -0.946, 0.091, -0.904, 0.097, -0.938, 0.408, -0.825, -0.868, 0.297, 0.386, 0.385, 0.294, 0.383, 0.298, 0.421, 0.412, 0.434, 0.414, 0.435, 0.416],
  "gap_ev": 8.029,
  "charge": 1,
  "multiplicity": 1,
  "e_tot_ev": -66581.543
}

---

2.
{
  "formula": "C28H42AsF6O21",
  "method": "wB97M-V/def2-TZVPD",
  "symbols": ["As", "F", "F", "F", "F", "F", "F", "C", "C", "C", "O", "C", "O", "O", "H", "H", "H", "H", "H", "H", "C", "C", "C", "O", "C", "O", "O", "H", "H", "H", "H", "H", "H", "C", "C", "C", "O", "C", "O", "O", "H", "H", "H", "H", "H", "H", "C", "C", "C", "O", "C", "O", "O", "H", "H", "H", "H", "H", "H", "C", "C", "C", "O", "C", "O", "O", "H", "H", "H", "H", "H", "H", "C", "C", "C", "O", "C", "O", "O", "H", "H", "H", "H", "H", "H", "C", "C", "C", "O", "C", "O", "O", "H", "H", "H", "H", "H", "H"],
  "coordinates": [[-0.25641, -0.52997, -0.40932], [-0.08310, -0.89797, -2.16113], [0.99339, 0.79000, -0.63404], [-0.42992, 0.00426, 1.31085], [-1.51346, -1.78390, -0.28954], [1.08847, -1.61612, 0.05525], [-1.63968, 0.62948, -0.80066], [-3.56184, 3.59588, -0.65108], [-4.85640, 2.72883, -0.33542], [-4.81751, 1.30539, -0.72334], [-5.23309, 0.58617, 0.47561], [-5.30909, 1.39551, 1.49101], [-5.65787, 1.04639, 2.63332], [-4.97901, 2.62735, 1.05680], [-2.66796, 3.00942, -0.43862], [-3.51634, 4.58092, -0.18658], [-3.56632, 3.80950, -1.71992], [-5.76729, 3.21828, -0.68010], [-3.79354, 1.02266, -0.96761], [-5.40499, 1.03530, -1.60084], [2.00895, 3.22162, -3.02549], [0.65888, 3.12950, -3.86135], [-0.47947, 2.66322, -3.03087], [-1.49259, 3.52577, -3.40769], [-0.96043, 4.66154, -4.01070], [-1.52346, 5.61768, -4.45808], [0.36063, 4.48030, -4.19737], [2.15470, 4.07850, -2.36775], [2.93159, 3.10514, -3.59405], [1.93495, 2.36833, -2.35130], [0.79180, 2.55244, -4.77648], [-0.28401, 2.72301, -1.96021], [-0.60787, 1.61151, -3.28687], [3.70459, 0.10286, -4.67480], [3.22282, -0.28914, -3.32824], [3.03372, -1.74530, -3.00786], [3.51940, -1.90101, -1.71925], [4.07875, -0.76095, -1.37063], [4.63901, -0.51344, -0.30133], [4.08062, 0.15371, -2.38355], [3.54466, 1.14904, -4.93560], [3.33061, -0.57545, -5.44170], [4.76119, -0.15922, -4.72960], [2.30577, 0.25294, -3.09746], [3.55336, -2.48374, -3.61841], [1.98222, -1.99592, -3.14805], [0.54936, -6.56874, -0.98825], [-0.03640, -5.16493, -1.31167], [0.83320, -4.22074, -2.17767], [-0.01830, -3.73967, -3.16690], [-1.18188, -4.37725, -3.16023], [-2.12547, -4.24145, -3.93476], [-1.15427, -5.26266, -2.08279], [1.26717, -6.40963, -0.18356], [1.08383, -7.03068, -1.81835], [-0.25471, -7.22625, -0.65774], [-0.31923, -4.67210, -0.38149], [1.55774, -4.86109, -2.68074], [1.40064, -3.47595, -1.61964], [1.36922, 2.47675, 3.02063], [0.91234, 3.65817, 2.10984], [-0.19140, 3.26976, 1.13382], [-1.31605, 4.01601, 1.54241], [-0.99524, 4.75806, 2.63472], [-1.67634, 5.59858, 3.18876], [0.26111, 4.53300, 2.97541], [1.71626, 1.66323, 2.38355], [0.53035, 2.06621, 3.58265], [2.16902, 2.68432, 3.73149], [1.77837, 4.14252, 1.65871], [-0.39531, 2.21774, 0.93438], [0.07591, 3.74985, 0.19246], [4.71973, -1.72115, 2.70023], [3.14357, -1.68189, 2.42445], [2.37952, -2.91818, 2.86099], [1.20901, -2.34822, 3.45003], [1.43254, -1.07278, 3.77121], [0.65531, -0.34461, 4.38579], [2.61772, -0.65643, 3.30836], [5.27039, -2.52681, 2.21464], [4.86970, -1.77502, 3.77853], [5.22402, -0.79560, 2.42251], [2.78596, -1.38172, 1.43952], [2.96416, -3.62266, 3.45259], [2.09157, -3.31121, 1.88595], [-3.26942, -1.69852, 2.19438], [-2.36745, -1.44495, 3.42965], [-2.35080, -0.02803, 3.90628], [-2.51131, -0.15881, 5.28658], [-2.77015, -1.48688, 5.59766], [-2.89979, -1.89890, 6.76705], [-2.92406, -2.14223, 4.53856], [-4.27584, -1.43555, 2.52004], [-3.27197, -2.74348, 1.88433], [-2.94942, -1.10817, 1.33578], [-1.35914, -1.78724, 3.19679], [-3.12031, 0.59486, 3.45023], [-1.41188, 0.38079, 3.53293]],
  "atomic_forces_ev_per_a": [[-0.9006, 1.0241, -0.2162], [0.4657, -0.4672, -1.9635], [1.2127, 1.4911, -0.3733], [-0.1825, 0.2649, 1.8125], [-0.9191, -1.6612, 0.2721], [1.6240, -1.7934, 0.5193], [-0.8269, 1.1517, -0.3835], [-1.2430, -0.9535, -0.7475], [1.0479, 2.1384, 0.0998], [1.1697, -1.5123, -0.7612], [-0.2220, -1.3226, -1.9419], [-0.8400, -0.1272, 2.6021], [1.1307, 1.4851, -3.0847], [-0.3428, 0.7995, 2.8808], [-0.1109, 0.0220, 0.1584], [-0.3230, -0.3339, 0.4950], [0.0579, -0.1934, -0.2101], [0.0067, 0.2715, -0.2262], [0.1541, -0.3399, 0.2923], [-0.4615, -0.0806, 0.4176], [-0.7321, -1.6126, -0.3151], [3.9094, 1.3308, 1.2911], [1.2904, -1.1826, 0.5569], [-1.7029, 2.4102, -1.0573], [0.1596, -0.9124, -0.8910], [-0.5883, -0.5046, 0.9470], [-0.8791, 0.1076, -0.1589], [-0.6948, 0.2988, -0.3316], [-0.1726, 0.0358, -0.3163], [0.3701, -0.2034, 0.2156], [0.0001, 0.0278, -0.0640], [-0.0748, -0.0201, 0.0291], [-0.9314, 0.0205, 0.2915], [0.8433, -1.0320, -1.1329], [-2.4118, 0.6925, -1.3784], [-1.0899, -1.2155, -2.2263], [-0.1606, 0.0345, 1.0853], [2.5969, 2.2621, 3.2938], [-1.3682, -1.0551, -2.4098], [2.1036, -0.1680, 2.8217], [-0.0191, -0.1699, 0.0747], [-0.7164, 0.2973, -0.1387], [0.3857, 0.4667, 0.1546], [-0.6490, -0.3784, -0.2811], [0.5028, 0.2880, -0.4667], [-0.1774, 0.0774, 0.7134], [-0.0513, 1.2157, -0.0537], [1.6015, 0.3260, 0.8271], [1.4296, -1.7047, 0.9444], [-0.5644, 1.0757, -0.9958], [-1.9525, -0.4464, -0.0332], [2.7108, -0.5074, 2.0087], [-3.0224, -0.1825, -2.5133], [0.0055, -0.2566, 0.1444], [-0.1525, 0.1012, -0.2116], [0.0770, 0.0530, 0.0759], [0.0838, 0.0566, 0.1773], [0.3790, -0.0319, -0.2046], [-0.6868, 0.4233, -0.0706], [-0.0225, -0.2327, -1.1318], [0.7753, -2.8095, 1.6675], [1.0214, 0.6501, -1.8253], [-1.1140, 0.6036, 1.6440], [-0.8968, 1.3445, -0.1875], [0.3273, -1.4309, -0.8971], [0.1608, 1.5862, 1.0379], [0.0360, -0.0643, -0.0548], [-0.1139, 0.1692, -0.0996], [-0.0179, 0.4815, -0.1142], [-0.1807, 0.1209, -0.1540], [-0.0587, 0.0052, 0.5623], [0.0947, -0.4276, -0.4777], [-1.3163, 0.4575, -0.2294], [2.1377, 0.8271, 0.9111], [0.0159, 0.8269, -1.8709], [-0.0315, -0.9648, 0.6534], [-1.4765, 2.4993, 1.0754], [1.7121, -2.0419, -1.0916], [-0.0100, -0.2372, 0.2214], [-0.3709, -0.1500, -0.1131], [-0.2089, -0.3580, 0.1350], [-0.3868, 0.0655, -0.3928], [0.6781, -0.1211, -0.1840], [-0.4781, 0.0904, 0.4946], [-0.3155, -0.8535, 0.3565], [0.1762, 0.1861, 1.0038], [-0.7320, -0.4646, -2.9231], [0.2736, 0.4681, -1.7830], [0.2928, -0.5701, 1.8705], [-0.1064, 2.3592, 5.1358], [0.3239, 1.0982, -3.0165], [-0.0841, -3.0213, -1.9966], [-0.1682, 0.1382, -0.2939], [0.1987, -0.0343, 0.1007], [-0.0034, 0.0415, 0.2095], [-0.0048, -0.2493, 0.4744], [-0.4940, -0.1479, 0.3511], [0.2196, 0.2795, 0.8886]],
  "mulliken_charge": [1.530, -0.551, -0.438, -0.617, -0.583, -0.489, -0.507, -0.940, 0.366, 0.270, -0.327, 0.779, -0.654, -0.403, -0.179, 0.392, 0.437, 0.273, -0.314, 0.252, -1.181, 0.752, 0.758, -0.369, 0.508, -0.600, -0.399, 0.351, 0.328, 0.067, 0.240, -0.648, 0.075, -1.757, 1.851, -0.203, -0.187, 0.559, -0.607, -0.380, 0.245, 0.383, 0.448, -0.608, 0.209, 0.023, -1.486, 0.587, 0.387, -0.240, 0.631, -0.622, -0.414, 0.336, 0.375, 0.368, 0.214, 0.292, -0.443, -1.105, 0.677, 0.701, -0.212, 0.529, -0.663, -0.413, 0.104, 0.218, 0.399, 0.296, -0.361, -0.245, -1.598, 1.565, -0.202, -0.283, 0.648, -0.562, -0.389, 0.335, 0.472, 0.312, -0.638, 0.282, 0.068, -1.390, 1.563, 0.999, -0.438, 0.495, -0.700, -0.487, 0.446, 0.308, -0.007, -0.512, 0.105, -0.458],
  "gap_ev": [2.914, 9.302],
  "charge": -2,
  "multiplicity": 2,
  "e_tot_ev": -149863.595
}